Entry 1:
# C23H25N3

A single C23H25N3 molecule (the ωB97M-V functional and the def2-TZVPD basis, OMol25).

XYZ file:
```
51
Properties=species:S:1:pos:R:3:nbo_charge:R:1
C -1.8564 6.8826 3.8512 -0.632
C -0.7524 5.8679 3.7873 -0.002
C 0.3940 6.1037 3.0244 -0.228
C 1.3380 5.0898 2.8272 -0.215
C 1.1146 3.8194 3.3679 0.038
C 1.9205 2.5969 2.9405 -0.091
C 2.9006 2.8144 1.8249 -0.145
C 4.2301 2.3665 1.7303 0.216
C 5.1557 1.9053 2.7898 -0.665
N 4.6187 2.4069 0.4140 -0.360
C 5.7886 1.7306 -0.1124 -0.402
C 3.5941 2.9533 -0.3650 0.129
C 3.4751 3.0041 -1.7456 -0.240
C 2.2530 3.4705 -2.2622 -0.218
C 1.2161 3.8966 -1.4151 -0.231
C 1.3284 3.7866 -0.0212 -0.218
C 2.5149 3.2735 0.5075 -0.015
N 0.9829 1.5419 2.5786 -0.355
C -0.3691 1.6564 2.3731 -0.123
C -0.8654 0.3665 2.1936 0.110
C -2.2663 -0.0873 2.1048 -0.632
N 0.1742 -0.5068 2.1850 -0.477
C 1.2849 0.1891 2.3967 0.350
C 2.6048 -0.4602 2.4155 -0.652
C 0.0966 3.6643 4.3308 -0.202
C -0.8539 4.6652 4.4998 -0.233
H -2.6001 6.5883 4.5943 0.214
H -1.4496 7.8569 4.1298 0.219
H -2.3795 7.0109 2.8969 0.222
H 0.5289 7.0714 2.5318 0.214
H 2.2205 5.2740 2.2090 0.232
H 2.5102 2.2586 3.8183 0.216
H 4.7839 2.2604 3.7585 0.237
H 5.2573 0.8108 2.8528 0.224
H 6.1643 2.3070 2.6200 0.231
H 5.8000 1.8446 -1.1990 0.220
H 6.7119 2.1460 0.3087 0.204
H 5.7589 0.6563 0.1281 0.203
H 4.3097 2.7029 -2.3812 0.210
H 2.1122 3.5226 -3.3412 0.214
H 0.2982 4.3145 -1.8401 0.215
H 0.5350 4.1093 0.6561 0.225
H -0.9331 2.5783 2.3756 0.226
H -2.9386 0.7766 2.0948 0.211
H -2.4218 -0.6887 1.1975 0.221
H -2.5119 -0.7171 2.9743 0.219
H 3.4322 0.2464 2.4009 0.213
H 2.6635 -1.1114 3.2977 0.229
H 2.6803 -1.1030 1.5288 0.240
H 0.0157 2.7280 4.8890 0.223
H -1.6984 4.5046 5.1770 0.214
```

Summary:
ΔE to the lowest compared entry with this formula, charge and spin, kJ/mol: 0.0
E_tot, eV: -28727.405
Frontier orbital gap, eV: 8.16
LUMO energy, eV: 0.64
Charge: 0
Structure (SMILES): Cc1ccc([C@H](c2c(C)n(C)c3ccccc23)n2cc(C)nc2C)cc1
Highest occupied orbital energy, eV: -7.52

Entry 2:
# C23H25N3O4

A single C23H25N3O4 molecule (the ωB97M-V functional and the def2-TZVPD basis, OMol25).

XYZ file:
```
55
Properties=species:S:1:pos:R:3:nbo_charge:R:1
C -2.9489 3.5763 -1.0219 -0.602
C -2.0507 2.6942 -1.8892 -0.062
N -2.0799 1.3353 -1.3915 -0.646
C -2.1105 0.2577 -2.1928 0.687
O -2.2818 0.2949 -3.3936 -0.630
C -1.9212 -1.0488 -1.4195 -0.508
C -0.5180 -1.1198 -0.7904 -0.216
N -0.5628 -1.4852 0.6155 -0.273
N -0.2059 -2.7644 0.8786 -0.239
C -0.4428 -3.2904 2.0194 0.215
C -0.0510 -4.6840 2.2134 -0.009
C 0.8962 -5.2604 1.3638 -0.196
C 1.2775 -6.5767 1.5268 -0.206
C 0.7183 -7.3440 2.5370 -0.201
C -0.2294 -6.7859 3.3784 -0.209
C -0.6115 -5.4664 3.2231 -0.222
C -1.1207 -2.5103 3.1175 -0.467
C -0.7217 -1.0436 2.9856 -0.489
C -0.8709 -0.5611 1.5597 0.683
O -1.1864 0.5803 1.2666 -0.644
C -0.6359 3.2339 -1.9050 -0.024
C -0.1632 3.9429 -3.0024 -0.209
C 1.1274 4.4327 -3.0223 -0.232
C 1.9737 4.2261 -1.9411 0.194
C 1.4963 3.5414 -0.8212 0.289
C 0.1996 3.0468 -0.8141 -0.281
O 2.2744 3.3386 0.2948 -0.500
C 3.4185 4.1601 0.3280 -0.096
C 4.1116 4.1540 -1.0342 -0.095
O 3.2612 4.7018 -2.0145 -0.484
H -3.9701 3.2036 -1.0382 0.213
H -2.5884 3.5742 0.0041 0.206
H -2.9384 4.5972 -1.3940 0.215
H -2.4329 2.6579 -2.9149 0.232
H -1.8722 1.2076 -0.4059 0.431
H -2.6780 -1.0922 -0.6341 0.224
H -2.0847 -1.8824 -2.1008 0.237
H 0.0899 -1.8778 -1.2836 0.234
H -0.0166 -0.1507 -0.8726 0.223
H 1.3231 -4.6521 0.5827 0.232
H 2.0143 -7.0089 0.8661 0.216
H 1.0178 -8.3733 2.6664 0.215
H -0.6745 -7.3823 4.1613 0.215
H -1.3647 -5.0552 3.8783 0.210
H -0.8397 -2.8855 4.1011 0.235
H -2.2057 -2.6179 3.0062 0.230
H -1.3115 -0.4006 3.6391 0.244
H 0.3332 -0.9185 3.2540 0.235
H -0.8065 4.1012 -3.8542 0.214
H 1.5100 4.9730 -3.8734 0.225
H -0.1292 2.5189 0.0677 0.234
H 4.0688 3.7574 1.1061 0.199
H 3.1339 5.1909 0.5818 0.178
H 5.0125 4.7695 -1.0241 0.200
H 4.3740 3.1201 -1.2996 0.177
```

Summary:
ΔE to the lowest compared entry with this formula, charge and spin, kJ/mol: 236.3
E_tot, eV: -36917.383
Frontier orbital gap, eV: 8.27
LUMO energy, eV: 0.17
Charge: 0
Structure (SMILES): C[C@H](NC(=O)CCN1N=C(c2ccccc2)CCC1=O)c1ccc2c(c1)OCCO2
Highest occupied orbital energy, eV: -8.10

Entry 3:
# C23H25N3O6S

A molecular structure, C23H25N3O6S (the ωB97M-V functional and the def2-TZVPD basis, OMol25).

XYZ file:
```
58
Properties=species:S:1:pos:R:3:nbo_charge:R:1
C 4.1432 0.6718 1.8425 -0.217
H 4.5607 1.6587 2.0597 0.195
O 2.8666 0.7093 1.9805 -0.542
C 2.0701 -0.5202 1.5854 0.388
C 2.6236 -1.8113 0.9347 -0.309
C 1.7524 -2.7941 0.7633 -0.189
C 0.3443 -2.7800 1.0165 -0.232
C -0.1720 -1.4981 1.2656 -0.102
C 0.5693 -0.4145 1.6831 -0.139
C 0.0053 0.7423 2.3429 -0.213
N -0.3959 1.9765 1.3400 -0.404
C -1.6606 1.8260 0.6496 0.688
O -2.3962 0.7622 0.9936 -0.654
C -1.8293 2.8174 -0.3272 -0.332
N -2.9649 2.1628 -1.2448 -0.790
S -2.7999 0.5623 -1.5240 2.310
O -1.3123 0.0579 -1.4114 -0.956
O -3.2727 0.5152 -2.9130 -0.934
C -3.6830 -0.3307 -0.7218 -0.492
C -3.3750 -1.6539 -0.2066 -0.104
C -4.2252 -2.5384 0.3145 -0.210
C -5.5566 -1.9988 0.9335 -0.129
C -5.8779 -0.7118 0.4785 -0.322
C -5.1063 0.0607 -0.1323 -0.028
H -5.3503 1.1748 -0.8323 0.228
H -6.7719 -0.4673 0.7049 0.218
H -6.0758 -2.9272 1.3470 0.242
H -3.8082 -3.3610 0.6507 0.198
H -2.4373 -2.0414 -0.5206 0.226
H -3.2144 2.7132 -1.8218 0.363
H -0.9550 2.9969 -1.0431 0.248
H -2.1916 3.6579 -0.0502 0.228
C 0.7414 2.7325 0.9676 -0.325
H 0.2847 3.5691 0.7602 0.204
H 1.3820 2.6970 1.7832 0.242
C 1.5986 2.5431 -0.2533 0.688
O 2.5195 3.0618 -0.7658 -0.579
N 1.1904 1.2722 -0.7120 -0.693
H 0.3353 0.7726 -0.7376 0.450
C 1.6978 1.0438 -2.1523 -0.260
C 2.8172 -0.3297 -1.9840 0.374
C 3.9409 -0.2467 -1.6700 -0.411
C 4.3225 -1.7363 -1.9119 -0.246
C 3.2099 -2.4960 -2.1684 0.027
O 2.1338 -1.4324 -2.3900 -0.453
H 3.1967 -3.4613 -2.3308 0.197
H 5.4745 -2.2313 -1.7605 0.223
H 4.8715 0.3632 -1.7145 0.271
H 1.0439 0.7733 -3.0617 0.228
H 2.2504 1.8582 -2.5237 0.214
H -0.9580 0.5595 2.7646 0.236
H 0.6425 1.2964 3.0429 0.220
H -1.0336 -1.3950 1.4113 0.174
H -0.1104 -3.5734 0.6483 0.207
H 2.3971 -3.6587 0.4264 0.218
H 3.7095 -1.6044 1.1718 0.249
H 4.2837 0.4763 0.6255 0.154
H 4.5551 -0.0710 2.3973 0.155
```

Summary:
ΔE to the lowest compared entry with this formula, charge and spin, kJ/mol: 2141.7
E_tot, eV: -51826.129
Frontier orbital gap, eV: 7.51
LUMO energy, eV: -0.73
Charge: 0
Highest occupied orbital energy, eV: -8.25

Entry 4:
# C23H25N4O9P

4 unconnected molecules or ions with the total composition C23H25N4O9P (the ωB97M-V functional and the def2-TZVPD basis, OMol25).

XYZ file:
```
62
Properties=species:S:1:pos:R:3:nbo_charge:R:1
C -0.7267 1.2654 0.0702 -0.640
C -0.4636 -0.2321 0.5299 -0.215
C -1.7334 -1.1809 0.7972 -0.542
C -0.9016 -2.4920 1.2609 0.700
O -1.3131 -3.6348 1.0353 -0.530
N 0.3737 -2.0570 1.9093 -0.639
C 0.4269 -0.5447 1.8178 -0.400
P -0.0382 0.1402 3.5190 1.255
O -1.7251 0.3466 3.7154 -0.971
O 0.8641 1.5238 3.9528 -0.941
H -1.3647 1.2554 -0.8846 0.226
H 0.2077 1.8590 -0.1781 0.258
H -1.2910 1.7927 0.9144 0.184
H 0.1101 -0.8000 -0.2950 0.192
H -2.4890 -0.7787 1.5499 0.241
H -2.4004 -1.3328 -0.1219 0.242
H 1.0559 -2.3090 1.1722 0.381
H 1.4697 -0.1918 1.5388 0.241
H -2.0867 1.0690 3.1490 0.480
H 0.8790 2.1862 3.2257 0.478
O 2.5382 2.6547 -2.9189 -0.363
N 2.5734 1.8424 -2.0106 0.521
O 2.0364 1.9994 -0.9225 -0.405
C 3.3102 0.5978 -2.2351 0.074
C 3.9657 0.3974 -3.4472 -0.203
C 4.6835 -0.7758 -3.6474 -0.195
C 4.7393 -1.7385 -2.6450 -0.171
C 4.0736 -1.5362 -1.4397 -0.200
C 3.3557 -0.3649 -1.2297 -0.217
H 3.9298 1.1398 -4.2361 0.250
H 5.2026 -0.9393 -4.5851 0.234
H 5.3051 -2.6510 -2.8032 0.226
H 4.1181 -2.2914 -0.6625 0.224
H 2.8439 -0.2171 -0.2857 0.232
O 2.7289 -1.3034 -6.3725 -0.386
N 2.6045 -0.7247 -7.4408 0.514
O 3.2123 -1.0147 -8.4575 -0.369
C 1.6655 0.3970 -7.5025 0.079
C 0.9808 0.7826 -6.3526 -0.208
C 0.1085 1.8632 -6.4094 -0.208
C -0.0779 2.5459 -7.6072 -0.174
C 0.6017 2.1486 -8.7546 -0.210
C 1.4782 1.0708 -8.7063 -0.206
H 1.1179 0.2586 -5.4136 0.246
H -0.4246 2.1761 -5.5184 0.226
H -0.7556 3.3927 -7.6466 0.222
H 0.4505 2.6824 -9.6862 0.225
H 2.0044 0.7727 -9.6058 0.250
O -6.1794 0.3078 9.9233 -0.380
N -5.3249 -0.5586 9.8249 0.515
O -5.0654 -1.3738 10.6952 -0.377
C -4.5563 -0.6208 8.5802 0.076
C -4.7970 0.3151 7.5773 -0.209
C -4.0485 0.2670 6.4068 -0.216
C -3.0730 -0.7112 6.2425 -0.175
C -2.8451 -1.6495 7.2446 -0.211
C -3.5869 -1.6075 8.4198 -0.206
H -5.5540 1.0820 7.6935 0.245
H -4.2233 0.9951 5.6221 0.216
H -2.4872 -0.7419 5.3296 0.244
H -2.0855 -2.4117 7.1103 0.225
H -3.3980 -2.3417 9.1944 0.246
```

Summary:
E_tot, eV: -57923.878
Frontier orbital gap, eV: 7.51
LUMO energy, eV: -1.18
Charge: 0
Structure (SMILES): C[C@@H]1CC(=O)N[C@@H]1P(O)O.O=[N+]([O-])c1ccccc1.O=[N+]([O-])c1ccccc1.O=[N+]([O-])c1ccccc1
Highest occupied orbital energy, eV: -8.69